Record 1
C33H35F5N4P2Ru as an isolated structure at a distorted geometry, computed with the ωB97M-V functional and the def2-TZVPD basis.

Total charge: +2
2S+1: 5
Energy above the lowest of the compared OMol25 structures with the same formula, charge and spin: 0.0 kJ/mol
Frontier orbital gap (spin up / spin down): 5.8 / 2.8 eV

Structure (XYZ):
```
80
C33H35F5N4P2Ru (the ωB97M-V functional and the def2-TZVPD basis)
Ru -0.097 -0.817 -1.827
C -1.363 1.724 -1.455
C -1.607 0.689 -2.376
C -1.261 0.882 -3.839
C 0.039 0.269 -4.373
C 1.096 -0.047 -3.353
C 1.424 0.897 -2.346
C 1.000 2.335 -2.363
C -0.345 2.756 -1.656
C 1.329 -1.895 -0.961
H -1.956 1.757 -0.540
H -2.464 0.024 -2.180
H -1.253 1.954 -4.073
H -2.117 0.438 -4.389
H -0.199 -0.661 -4.919
H 0.458 0.962 -5.120
H 1.866 -0.760 -3.659
H 2.322 0.683 -1.759
H 0.984 2.750 -3.386
H 1.794 2.891 -1.835
H -0.091 3.188 -0.672
H -0.757 3.605 -2.235
H 1.940 -1.288 -0.264
H 1.969 -2.354 -1.736
H 0.795 -2.670 -0.385
P 1.591 -0.924 -6.655
P -2.333 -0.166 -6.599
N 2.941 0.100 -7.123
N 2.082 -2.195 -7.810
N -2.523 1.465 -7.203
N -3.764 -0.707 -7.460
C 0.335 -0.080 -7.728
C -1.039 -0.786 -7.789
C 3.968 0.422 -6.231
C 4.903 1.209 -6.891
C 4.449 1.374 -8.241
C 3.255 0.674 -8.359
C 2.341 -3.511 -7.405
C 2.665 -4.269 -8.528
C 2.571 -3.400 -9.672
C 2.231 -2.140 -9.199
C -2.484 2.583 -6.349
C -2.259 3.713 -7.112
C -2.175 3.309 -8.480
C -2.311 1.928 -8.513
C -4.563 -0.148 -8.473
C -5.453 -1.118 -8.922
C -5.197 -2.316 -8.171
C -4.164 -2.045 -7.291
H 0.735 -0.030 -8.749
H 0.240 0.960 -7.372
H -1.442 -0.700 -8.816
H -0.922 -1.862 -7.564
H 3.919 0.040 -5.224
H 5.806 1.619 -6.469
H 4.927 1.931 -9.034
H 2.632 0.547 -9.227
H 2.261 -3.767 -6.362
H 2.940 -5.308 -8.539
H 2.721 -3.667 -10.707
H 2.086 -1.224 -9.760
H -2.659 2.471 -5.293
H -2.136 4.709 -6.704
H -2.003 3.955 -9.331
H -2.315 1.256 -9.366
H -4.445 0.876 -8.796
H -6.192 -0.986 -9.704
H -5.710 -3.264 -8.277
H -3.668 -2.657 -6.552
F -2.488 -2.264 -0.357
C -1.959 -1.405 0.549
C -0.839 -0.658 0.207
C -0.395 0.230 1.193
F 0.705 1.006 0.993
C -1.047 0.384 2.427
F -0.614 1.301 3.318
C -2.154 -0.396 2.735
F -2.770 -0.276 3.929
C -2.608 -1.304 1.789
F -3.682 -2.074 2.057
```

***

Record 2
C33H35IrP2S4 as an isolated structure, computed with the ωB97M-V functional and the def2-TZVPD basis.

Total charge: +1
2S+1: 6
Frontier orbital gap (spin up / spin down): 6.5 / 3.5 eV

Structure (XYZ):
```
75
C33H35IrP2S4 (the ωB97M-V functional and the def2-TZVPD basis)
Ir -1.563 -0.738 -1.347
S -3.923 -1.602 -0.740
S -4.461 -2.906 -2.107
S -3.336 -2.647 -3.917
S -1.516 -2.029 -3.523
C 2.027 -1.132 -0.707
C 2.827 -0.326 0.337
P 2.001 0.017 1.975
C 3.409 -0.140 3.129
C 4.715 0.202 2.777
C 5.729 0.134 3.720
C 5.451 -0.276 5.017
C 4.157 -0.626 5.371
C 3.140 -0.560 4.429
C 1.726 1.828 1.991
C 2.477 2.705 2.775
C 2.208 4.067 2.748
C 1.164 4.564 1.982
C 0.392 3.692 1.229
C 0.676 2.337 1.236
C 1.358 -2.421 -0.154
P -0.481 -2.310 0.104
C -1.105 -3.943 -0.431
C -2.114 -4.589 0.284
C -2.660 -5.771 -0.194
C -2.223 -6.306 -1.398
C -1.240 -5.656 -2.130
C -0.686 -4.478 -1.653
C -0.787 -2.367 1.890
C -1.660 -1.450 2.465
C -1.934 -1.511 3.822
C -1.336 -2.489 4.604
C -0.467 -3.408 4.030
C -0.194 -3.353 2.673
H 2.744 -1.416 -1.479
H 1.269 -0.503 -1.195
H 3.167 0.618 -0.092
H 3.702 -0.926 0.595
H 4.941 0.554 1.778
H 6.738 0.411 3.443
H 6.244 -0.320 5.752
H 3.938 -0.950 6.380
H 2.124 -0.827 4.698
H 3.280 2.339 3.399
H 2.812 4.742 3.340
H 0.952 5.626 1.985
H -0.441 4.059 0.644
H 0.058 1.665 0.654
H 1.835 -2.709 0.784
H 1.494 -3.240 -0.860
H -2.470 -4.170 1.216
H -3.433 -6.271 0.375
H -2.653 -7.227 -1.769
H -0.906 -6.062 -3.076
H 0.074 -3.975 -2.239
H -2.118 -0.687 1.845
H -2.613 -0.799 4.272
H -1.552 -2.540 5.663
H -0.007 -4.173 4.642
H 0.465 -4.085 2.221
C -3.463 4.152 -2.175
C -2.235 3.587 -2.911
C -2.573 3.360 -4.394
C -1.049 4.553 -2.789
C -1.901 2.291 -2.320
C -1.688 1.176 -1.865
H -3.793 5.074 -2.656
H -3.223 4.376 -1.135
H -4.285 3.437 -2.193
H -2.871 4.304 -4.852
H -3.392 2.650 -4.501
H -1.705 2.975 -4.930
H -1.299 5.498 -3.272
H -0.163 4.140 -3.272
H -0.808 4.753 -1.745
```

***

Record 3
C33H36AlN3OPSi as an isolated structure, computed with the ωB97M-V functional and the def2-TZVPD basis.

Total charge: +1
Frontier orbital gap: 7.9 eV

Structure (XYZ):
```
76
C33H36AlN3OPSi (the ωB97M-V functional and the def2-TZVPD basis)
Al 1.098 -0.142 -0.142
N -0.655 1.280 2.146
P -1.122 1.514 0.504
C -2.917 1.840 0.645
C -3.502 2.438 1.760
C -4.847 2.776 1.747
C -5.616 2.537 0.613
C -5.035 1.953 -0.503
C -3.692 1.601 -0.483
C -0.602 3.218 0.100
C -0.587 3.543 -1.253
C -0.286 4.836 -1.660
C 0.012 5.807 -0.713
C 0.008 5.481 0.639
C -0.301 4.190 1.045
C 0.135 0.260 2.642
C 0.221 0.068 4.026
C 0.974 -0.965 4.521
C 1.645 -1.824 3.649
C 1.543 -1.581 2.309
N 0.809 -0.551 1.798
H -1.130 1.802 2.859
H -2.929 2.677 2.651
H -5.291 3.241 2.621
H -6.666 2.808 0.603
H -5.629 1.765 -1.394
H -3.244 1.137 -1.356
H -0.813 2.783 -1.998
H -0.275 5.086 -2.714
H 0.254 6.817 -1.026
H 0.246 6.237 1.382
H -0.285 3.946 2.105
H -0.314 0.741 4.687
H 1.041 -1.114 5.592
H 2.240 -2.652 4.008
H 2.059 -2.196 1.580
C 5.101 -1.774 -0.268
Si 3.888 -1.125 -1.529
C 4.073 -1.918 -3.211
C 4.269 0.675 -1.844
N 2.241 -1.368 -0.919
C 1.696 -2.664 -0.946
C 2.386 -3.877 -1.067
C 1.716 -5.094 -1.048
C 0.339 -5.149 -0.897
C -0.378 -3.967 -0.761
C 0.315 -2.776 -0.790
O -0.314 -1.494 -0.610
C -1.732 -1.544 -0.710
C -2.470 -1.722 0.439
C -3.842 -1.909 0.327
C -4.443 -1.931 -0.924
C -3.676 -1.743 -2.069
C -2.305 -1.544 -1.965
H 6.121 -1.764 -0.681
H 4.882 -2.797 0.059
H 5.098 -1.129 0.620
H 5.112 -1.796 -3.543
H 3.435 -1.383 -3.924
H 3.825 -2.980 -3.273
H 5.062 0.702 -2.602
H 4.635 1.213 -0.962
H 3.409 1.219 -2.249
H 3.465 -3.872 -1.151
H 2.285 -6.013 -1.149
H -0.184 -6.097 -0.877
H -1.451 -3.995 -0.618
H -1.974 -1.748 1.405
H -4.437 -2.049 1.223
H -5.512 -2.089 -1.007
H -4.141 -1.760 -3.048
H -1.678 -1.434 -2.844
C 1.991 1.588 0.054
H 1.591 2.176 0.878
H 2.023 2.238 -0.821
H 3.028 1.341 0.314
```

***

Record 4
C33H36CrN9O2S2 as an isolated structure at a distorted geometry, computed with the ωB97M-V functional and the def2-TZVPD basis.

Total charge: +2
2S+1: 4
Energy above the lowest of the compared OMol25 structures with the same formula, charge and spin: 59.2 kJ/mol
Frontier orbital gap (spin up / spin down): 7.5 / 6.9 eV

Structure (XYZ):
```
83
C33H36CrN9O2S2 (the ωB97M-V functional and the def2-TZVPD basis)
Cr -0.654 -0.297 -0.361
C -1.697 -0.888 2.266
N -0.660 -0.017 1.682
C -0.960 1.397 1.946
C -2.020 1.855 0.994
C -2.991 2.786 1.319
C -3.888 3.186 0.340
C -3.768 2.633 -0.928
C -2.774 1.697 -1.164
N -1.919 1.308 -0.223
C 0.688 -0.333 2.173
C 1.729 0.032 1.151
C 3.081 0.040 1.473
C 4.014 0.227 0.466
C 3.560 0.433 -0.829
C 2.197 0.446 -1.059
N 1.301 0.237 -0.098
C -2.615 -1.510 1.246
C -3.640 -2.350 1.664
C -4.461 -2.942 0.720
C -4.243 -2.655 -0.620
C -3.196 -1.820 -0.951
N -2.396 -1.258 -0.044
H -2.300 -0.334 2.993
H -1.220 -1.725 2.783
H -0.059 1.983 1.731
H -1.247 1.574 2.991
H -3.039 3.187 2.320
H -4.651 3.917 0.563
H -4.446 2.915 -1.717
H -2.640 1.248 -2.138
H 0.752 -1.422 2.298
H 0.883 0.145 3.142
H 3.393 -0.123 2.492
H 5.069 0.205 0.687
H 4.251 0.578 -1.642
H 1.790 0.643 -2.039
H -3.768 -2.545 2.717
H -5.249 -3.615 1.019
H -4.863 -3.080 -1.393
H -2.970 -1.591 -1.984
N 0.162 2.478 -1.043
C 0.381 3.592 -0.822
N 0.647 4.829 -0.570
C 2.022 5.289 -0.515
C 2.385 5.664 0.925
C 1.231 6.435 1.593
C 0.225 6.948 0.564
C -0.397 5.774 -0.191
H 2.126 6.157 -1.173
H 2.674 4.500 -0.894
H 3.290 6.268 0.899
H 2.609 4.762 1.498
H 1.624 7.273 2.165
H 0.706 5.780 2.292
H 0.709 7.629 -0.136
H -0.568 7.503 1.064
H -0.928 6.126 -1.084
H -1.117 5.254 0.451
N 3.795 -7.705 -0.976
C 2.906 -6.730 -0.719
C 1.528 -6.979 -0.858
C 0.616 -5.989 -0.585
C 1.061 -4.743 -0.172
C 2.413 -4.463 -0.042
C 3.333 -5.448 -0.321
S -0.139 -3.534 0.273
O 0.008 -3.154 1.658
O -1.449 -3.930 -0.163
N 0.243 -2.146 -0.553
C 0.006 -2.131 -1.858
S 0.290 -3.355 -3.039
C -0.301 -2.250 -4.241
C -0.673 -1.074 -3.689
N -0.499 -1.006 -2.338
H 3.476 -8.621 -1.237
H 4.782 -7.554 -0.865
H 1.192 -7.956 -1.166
H -0.445 -6.151 -0.675
H 2.723 -3.479 0.277
H 4.390 -5.257 -0.225
H -0.323 -2.536 -5.272
H -1.089 -0.238 -4.223
```